No. 1
A structure of composition C23H24N8OsSSi at a distorted geometry, computed with ωB97M-V/def2-TZVPD.

Its frontier orbital gap (alpha / beta) is 5.608 / 4.539 eV. The calculation puts the total energy at -2106.5031 Eh. Its LUMO energy (alpha / beta) is -7.59 / -9.16 eV.

```
! RIJCOSX wB97M-V def2-TZVPD def2/J DEFGRID3
* xyz 2 5
Os 10.7358 13.1472 4.6670
C 14.0385 15.1105 4.4663
C 13.9906 13.6321 4.6176
C 15.1530 12.9079 4.6576
C 15.1216 11.5256 4.8069
C 13.9116 10.9003 4.9673
C 12.7525 11.6673 4.9478
N 12.7835 13.0148 4.7339
N 11.4485 11.2759 5.1028
Si 11.1465 9.6287 5.8523
C 9.4070 8.8638 5.8036
C 11.5377 10.1014 7.6528
C 12.2113 8.2416 5.0882
H 15.0619 15.4386 4.3151
H 13.6773 15.5882 5.3749
H 13.4465 15.4425 3.6125
H 16.0957 13.4359 4.5585
H 16.0398 10.9432 4.7960
H 13.8635 9.8314 5.0967
H 8.6763 9.3356 6.4723
H 9.5672 7.8368 6.1547
H 8.9761 8.7792 4.7979
H 10.9683 11.0002 7.9369
H 12.6091 10.3172 7.7849
H 11.2674 9.2857 8.3297
H 12.5823 8.4483 4.0731
H 11.5814 7.3505 5.0216
H 13.0814 7.9945 5.7117
N 8.6562 17.5400 4.8006
C 9.4900 18.6394 4.7857
C 8.9631 19.9296 4.7800
C 9.8171 21.0056 4.7235
C 11.2108 20.8187 4.6767
C 11.7421 19.5495 4.6895
C 10.8846 18.4420 4.7490
S 11.5393 16.8370 4.7819
N 10.2486 15.8004 4.8863
C 9.0291 16.2508 4.8735
C 7.9457 14.0330 4.1478
C 6.6747 13.7118 3.4823
C 6.2889 12.4470 3.2877
C 7.0156 11.3612 3.9004
C 8.1081 11.5937 4.6137
N 8.6916 12.8668 4.7129
H 7.6635 17.7466 4.8091
H 7.8913 20.0739 4.8224
H 9.4102 22.0075 4.6983
H 11.8741 21.6778 4.6279
H 12.8183 19.3945 4.6378
H 6.0516 14.5456 3.1852
H 5.3590 12.2300 2.7804
H 6.6158 10.3570 3.8604
H 8.6073 10.8736 5.2281
N 6.0642 17.4361 6.8979
C 6.4332 16.5702 6.2448
N 6.7840 15.5257 5.4913
C 7.8811 15.3015 4.9324
N 9.1574 13.5687 3.5253
*
```

How positive or negative is each atom? The Löwdin charges in e answer that:
1. Os 1.499
2. C -0.079
3. C -0.303
4. C -0.014
5. C 0.000
6. C -0.010
7. C -0.458
8. N -0.076
9. N -0.189
10. Si 0.544
11. C -0.190
12. C -0.164
13. C -0.168
14. H 0.094
15. H 0.042
16. H 0.054
17. H 0.128
18. H 0.135
19. H 0.077
20. H 0.039
21. H 0.049
22. H 0.042
23. H 0.032
24. H 0.036
25. H 0.040
26. H 0.046
27. H 0.036
28. H 0.046
29. N 0.192
30. C -0.184
31. C 0.032
32. C 0.010
33. C -0.002
34. C -0.052
35. C -0.376
36. S 1.207
37. N -0.248
38. C -0.281
39. C -0.372
40. C 0.003
41. C -0.014
42. C -0.009
43. C -0.092
44. N -0.183
45. H 0.151
46. H 0.140
47. H 0.136
48. H 0.137
49. H 0.131
50. H 0.127
51. H 0.128
52. H 0.129
53. H 0.046
54. N 0.222
55. C -0.277
56. N 0.205
57. C -0.122
58. N -0.070

No. 2
A cluster of 3 separate species, C23H25BO4 in total at a distorted geometry, computed with ωB97M-V/def2-TZVPD.

Its frontier orbital gap is 1.394 eV. The calculation puts the total energy at -1216.7136 Eh. Its LUMO energy is -4.30 eV.

```
! RIJCOSX wB97M-V def2-TZVPD def2/J DEFGRID3
* xyz 0 1
C -1.8761 -0.2478 6.4514
C -0.9720 0.9240 6.2136
C 0.3925 0.8956 6.5480
C 1.0069 2.1417 6.1597
C 0.2336 3.1779 5.5184
B -1.4571 -0.4195 2.4346
O -2.5526 0.5036 2.4969
C -2.4145 1.1269 1.2376
C -0.7466 1.0411 0.7899
C -0.4453 2.5223 0.4684
C -0.9429 -0.6706 0.1691
O -1.4939 -1.3997 1.3849
C 0.3863 0.5547 1.7901
O -0.2253 0.0487 2.9830
O -1.3270 2.0756 5.6916
H -1.5235 -0.6825 7.3990
H -2.9261 0.0297 6.5785
H -1.8438 -1.0659 5.7085
H 0.8762 0.0298 7.0044
H 2.1127 2.2496 6.2859
H -3.0755 0.5569 0.5068
H -2.7832 2.1751 1.2456
H -0.0800 2.7612 -0.5666
H -1.4581 3.0221 0.5819
H 1.1668 3.0948 2.1765
H -1.6195 -0.8799 -0.6789
H 0.0254 -1.1954 -0.0366
H 1.0022 -0.3057 1.3646
H 1.1184 1.3727 1.8875
C 0.4498 3.5863 1.5019
C 1.2905 4.4099 0.3123
C 1.0183 5.6691 -0.3171
C 1.5506 6.0474 -1.5673
C 2.5041 5.1997 -2.1251
C 2.9776 4.0450 -1.4689
C 2.3449 3.6857 -0.2624
C -0.7613 2.3186 -4.2463
C -2.1153 2.4040 -4.2393
C -2.8114 1.2948 -4.8658
C -2.0976 0.1800 -5.3187
C -0.6921 0.2127 -5.3511
C 0.0130 1.2588 -4.6437
H -0.2264 4.3103 1.9748
H 0.2233 6.3302 0.0477
H 1.2086 6.9308 -2.1485
H 2.8472 5.3938 -3.1819
H 3.8170 3.4728 -1.9226
H 2.5801 2.6796 0.0718
H -2.6304 3.3086 -3.8799
H -3.9023 1.3129 -4.8827
H -2.6571 -0.6884 -5.6907
H -0.2077 -0.6259 -5.8856
H 1.1033 1.1686 -4.5070
*
```

How positive or negative is each atom? The Löwdin charges in e answer that:
1. C -0.003
2. C -0.398
3. C -0.044
4. C -0.202
5. C 0.202
6. B -0.661
7. O 0.060
8. C -0.090
9. C -0.137
10. C -0.093
11. C -0.012
12. O 0.041
13. C -0.137
14. O 0.077
15. O -0.078
16. H 0.086
17. H 0.090
18. H 0.094
19. H 0.107
20. H 0.091
21. H 0.136
22. H 0.118
23. H 0.104
24. H 0.086
25. H 0.074
26. H 0.107
27. H 0.107
28. H 0.133
29. H 0.095
30. C -0.021
31. C -0.192
32. C -0.055
33. C -0.102
34. C -0.127
35. C -0.085
36. C -0.097
37. C 0.039
38. C -0.106
39. C -0.075
40. C -0.109
41. C -0.077
42. C -0.099
43. H 0.093
44. H 0.101
45. H 0.111
46. H 0.110
47. H 0.108
48. H 0.104
49. H 0.105
50. H 0.101
51. H 0.108
52. H 0.108
53. H 0.103

No. 3
A structure of composition C23H25Br2N2O5PPt at a distorted geometry, computed with ωB97M-V/def2-TZVPD.

Its frontier orbital gap (alpha / beta) is 3.340 / 3.294 eV. The calculation puts the total energy at -6985.1293 Eh. Its LUMO energy (alpha / beta) is -10.62 / -10.67 eV.

```
! RIJCOSX wB97M-V def2-TZVPD def2/J DEFGRID3
* xyz 2 1
Pt -0.4408 0.5222 0.7755
C -2.2115 0.5069 3.7655
C -0.7485 0.2976 3.9963
C -0.2632 0.0837 5.2966
C 1.0742 -0.1117 5.5133
C 1.9626 -0.1007 4.4250
C 3.3877 -0.2911 4.5189
Br 4.1759 -0.5795 6.1613
C 4.2104 -0.2612 3.3865
C 3.6821 -0.0525 2.1437
Br 4.7624 0.0106 0.6455
C 2.2497 0.1263 1.9567
O 1.7489 0.2776 0.8267
C 1.4155 0.1040 3.1652
N 0.1103 0.2937 2.9564
H -2.5915 1.3009 4.4120
H -2.7620 -0.4053 4.0180
H -2.4132 0.7663 2.7343
H -0.9600 0.0789 6.1256
H 1.4476 -0.2741 6.5167
H 5.2782 -0.4032 3.4954
C 1.1186 3.6918 1.2850
C -0.1311 3.7871 0.3984
P -0.3646 2.3245 -0.6467
C -1.8634 2.5395 -1.6415
C -2.2400 4.0053 -1.8999
C 1.0601 2.1658 -1.7500
C 1.2291 3.3755 -2.6802
H 1.1346 4.5177 1.9948
H 2.0340 3.7450 0.6916
H 1.1288 2.7611 1.8517
H -0.0763 4.6601 -0.2531
H -1.0324 3.8843 1.0066
H -2.6716 2.0226 -1.1249
H -1.6922 1.9983 -2.5736
H -2.5521 4.5098 -0.9849
H -3.0790 4.0303 -2.5940
H -1.4248 4.5740 -2.3492
H 0.9077 1.2525 -2.3261
H 1.9432 2.0125 -1.1270
H 0.4111 3.4485 -3.3981
H 2.1520 3.2601 -3.2483
H 1.2995 4.3163 -2.1298
O -3.6930 -1.6306 -0.8583
C -2.7989 -1.1425 -0.1535
O -2.2924 0.0246 -0.1194
C -2.2472 -2.1728 0.8608
C -0.8754 -2.4126 0.8625
C -0.3570 -3.2741 1.8148
C -1.2232 -3.8882 2.6980
C -2.5929 -3.6957 2.6657
C -3.1233 -2.8274 1.7186
N -0.6508 -4.8097 3.7115
O 0.5225 -4.6237 4.0105
O -1.3851 -5.6662 4.1592
H -0.2264 -2.0058 0.0957
H 0.7011 -3.4929 1.8593
H -3.2337 -4.2286 3.3545
H -4.1917 -2.6573 1.6659
*
```

How positive or negative is each atom? The Löwdin charges in e answer that:
1. Pt 0.986
2. C 0.015
3. C -0.223
4. C 0.059
5. C 0.046
6. C -0.160
7. C -0.509
8. Br 1.089
9. C -0.116
10. C -0.536
11. Br 1.038
12. C -0.305
13. O -0.045
14. C -0.146
15. N 0.072
16. H 0.111
17. H 0.112
18. H 0.061
19. H 0.148
20. H 0.112
21. H 0.126
22. C -0.124
23. C -0.355
24. P 0.875
25. C -0.341
26. C -0.115
27. C -0.362
28. C -0.107
29. H 0.089
30. H 0.081
31. H 0.029
32. H 0.092
33. H 0.098
34. H 0.075
35. H 0.105
36. H 0.078
37. H 0.092
38. H 0.067
39. H 0.099
40. H 0.066
41. H 0.079
42. H 0.088
43. H 0.076
44. O 0.109
45. C -0.577
46. O -0.186
47. C -0.138
48. C -0.068
49. C -0.007
50. C -0.139
51. C 0.031
52. C 0.019
53. N -0.343
54. O 0.059
55. O 0.121
56. H 0.109
57. H 0.121
58. H 0.132
59. H 0.138

No. 4
A cluster of 8 separate species, C23H25BrClF7O22P in total at a distorted geometry, computed with ωB97M-V/def2-TZVPD.

Its frontier orbital gap is 8.296 eV. The calculation puts the total energy at -6621.1425 Eh. Its LUMO energy is -4.68 eV.

```
! RIJCOSX wB97M-V def2-TZVPD def2/J DEFGRID3
* xyz 1 1
O -2.2588 1.1861 0.7854
C -2.3116 0.1346 0.1165
Cl -2.8586 -1.4573 0.7854
C -1.9015 0.2248 -1.4323
P -0.2026 -0.4966 -1.8661
Br 0.8501 1.1382 -3.0600
H -1.9322 1.3281 -1.7283
H -2.6876 -0.3177 -2.0690
H -0.4483 -1.6434 -2.7158
H 0.5668 -0.9107 -0.7194
C 2.6376 -0.2225 -6.8304
C 1.2864 -0.2769 -7.4676
O 0.7182 -1.4510 -6.9180
C 1.2885 -1.5899 -5.6917
O 0.8635 -2.3073 -4.8275
O 2.3950 -0.8100 -5.5574
F 1.3861 -0.4319 -8.8068
H 3.3828 -0.8156 -7.3673
H 3.0092 0.7982 -6.7286
H 0.6470 0.5813 -7.2409
C -1.1098 2.0845 3.4572
C -2.1329 1.9384 4.5386
O -1.5012 2.5177 5.6611
C -0.6557 3.4611 5.1569
O -0.1563 4.3301 5.8045
O -0.4565 3.2931 3.8173
F -2.3753 0.6304 4.8065
H -0.3827 1.2663 3.4518
H -1.5590 2.1608 2.4661
H -3.0755 2.4564 4.3391
C 4.7706 4.4265 -3.1292
C 5.4618 3.6295 -4.1889
O 4.4060 2.8940 -4.7778
C 3.2954 3.6659 -4.6231
O 2.2722 3.5003 -5.2259
O 3.4904 4.6526 -3.7067
F 6.3432 2.7591 -3.6458
H 4.6542 3.8726 -2.1935
H 5.2784 5.3683 -2.9182
H 5.9603 4.2327 -4.9529
C -0.1920 -5.9358 0.1501
C -1.1283 -5.4183 1.1929
O -1.1602 -4.0281 0.9333
C -0.9260 -3.9029 -0.3988
O -1.1393 -2.8995 -1.0266
O -0.4270 -5.0447 -0.9351
F -0.6296 -5.6076 2.4340
H 0.8567 -5.8687 0.4526
H -0.4102 -6.9666 -0.1308
H -2.1399 -5.8291 1.1316
C 2.7853 -0.0717 2.6635
C 2.0749 -1.2984 2.1884
O 2.5075 -1.4262 0.8486
C 3.7569 -0.8725 0.8172
O 4.5383 -1.0345 -0.0702
O 4.0007 -0.1205 1.9262
F 0.7286 -1.1145 2.1886
H 2.2482 0.8492 2.4174
H 2.9752 -0.0903 3.7376
H 2.3256 -2.2054 2.7440
C 0.3307 -3.4378 4.4458
C -0.6731 -3.6039 5.5424
O -0.0542 -2.9708 6.6443
C 0.7412 -2.0033 6.1091
O 1.2086 -1.0973 6.7292
O 0.9325 -2.1925 4.7700
F -0.8536 -4.9114 5.8414
H 1.0930 -4.2225 4.4496
H -0.1314 -3.4033 3.4585
H -1.6402 -3.1327 5.3430
C -5.3409 2.6055 -0.3668
C -6.2704 3.1535 0.6696
O -6.2553 4.5421 0.4135
C -6.0057 4.6638 -0.9216
O -6.1828 5.6622 -1.5494
O -5.5340 3.4979 -1.4533
F -5.7877 2.9394 1.9179
H -4.2933 2.6371 -0.0532
H -5.5913 1.5818 -0.6512
H -7.2951 2.7774 0.5993
*
```

How positive or negative is each atom? The Löwdin charges in e answer that:
1. O -0.009
2. C -0.711
3. Cl 0.741
4. C -0.313
5. P 0.733
6. Br 0.474
7. H 0.101
8. H 0.122
9. H 0.030
10. H 0.018
11. C -0.054
12. C -0.316
13. O 0.149
14. C -0.550
15. O 0.121
16. O 0.042
17. F 0.092
18. H 0.154
19. H 0.140
20. H 0.179
21. C -0.079
22. C -0.315
23. O 0.147
24. C -0.527
25. O 0.185
26. O 0.074
27. F 0.070
28. H 0.134
29. H 0.102
30. H 0.179
31. C -0.058
32. C -0.318
33. O 0.129
34. C -0.552
35. O 0.127
36. O 0.080
37. F 0.088
38. H 0.149
39. H 0.149
40. H 0.181
41. C -0.041
42. C -0.305
43. O 0.092
44. C -0.520
45. O -0.001
46. O 0.109
47. F 0.090
48. H 0.156
49. H 0.155
50. H 0.186
51. C -0.051
52. C -0.329
53. O 0.099
54. C -0.529
55. O 0.186
56. O 0.095
57. F 0.054
58. H 0.148
59. H 0.154
60. H 0.168
61. C -0.083
62. C -0.314
63. O 0.156
64. C -0.520
65. O 0.188
66. O 0.033
67. F 0.086
68. H 0.154
69. H 0.114
70. H 0.180
71. C -0.082
72. C -0.320
73. O 0.148
74. C -0.526
75. O 0.189
76. O 0.072
77. F 0.076
78. H 0.125
79. H 0.141
80. H 0.180